No. 1
8
Properties=species:S:1:pos:R:3 method="wB97M-V/def2-TZVPD" total_charge=0 relative_energy_kcal_mol=85.8 gap_ev="8.1345 / 4.9107" homo_ev="-10.40 / -8.42"
Si 1.04 -0.07 -0.93
Si 3.13 0.00 0.06
Br 0.42 1.22 -2.63
Br 0.53 3.34 0.59
Br 4.41 1.62 -0.79
Br 2.91 0.31 2.31
Br 4.00 -1.97 -0.36
H 0.83 -1.57 -1.08

No. 2
15
Properties=species:S:1:pos:R:3 method="wB97M-V/def2-TZVPD" total_charge=+3 gap_ev=8.7330 homo_ev=-16.79
Na -3.33 -1.59 -0.98
Na 4.76 -3.29 -1.20
Na 1.43 0.39 -2.49
Na -0.34 0.59 0.53
Na 2.81 2.27 1.64
Na -3.37 2.37 3.01
Na -0.47 3.91 -1.17
Na -0.24 -3.74 -2.69
Na -0.17 -1.70 2.84
Br -1.38 -0.83 -2.57
Br 1.41 2.34 -0.77
Br 1.37 0.45 3.13
Br 1.94 -2.22 -1.40
Br -2.22 2.41 0.72
Br -2.21 -1.39 1.40

No. 3
6
Properties=species:S:1:pos:R:3 method="wB97M-V/def2-TZVPD" total_charge=-1 relative_energy_kcal_mol=65.6 gap_ev=7.9664 homo_ev=-4.64
O -1.70 0.26 -0.18
O 0.91 0.30 -1.26
O 0.68 -0.58 1.20
P 0.14 0.45 -0.08
Cl 0.45 -1.99 0.50
Br 0.46 2.33 1.04